ORCA calculation (ωB97M-V/def2-TZVPD) on C2H5FN2 in the gas phase at a distorted geometry.

SMILES string: [H]/N=C(/N)CF
Frontier orbital gap (eV): 10.8
Highest occupied orbital energy (eV): -9.85

XYZ file:
```
10
Properties=species:S:1:pos:R:3:lowdin_charge:R:1
C 0.18 -0.46 -0.37 -0.553
C -0.41 0.98 0.18 -0.140
H 1.08 -1.86 0.68 0.157
H -0.11 -0.77 1.46 0.120
H -0.17 -0.18 -2.22 0.065
H 0.54 1.51 0.42 0.114
H -1.02 1.55 -0.70 0.146
N 0.75 -0.80 0.80 0.052
N 0.40 -0.75 -1.55 0.122
F -1.24 0.76 1.29 -0.084
```


ORCA calculation (ωB97M-V/def2-TZVPD) on C2H5FN2S in the gas phase at a distorted geometry.

SMILES string: [H]/N=C(\CF)NS
Frontier orbital gap (eV): 10.4
Highest occupied orbital energy (eV): -9.92

XYZ file:
```
11
Properties=species:S:1:pos:R:3:lowdin_charge:R:1
C 0.23 -0.41 0.61 -0.425
C -1.05 -0.73 -0.21 -0.251
H -0.39 2.17 -1.13 -0.161
H 1.45 1.12 0.90 0.038
H 0.06 -1.92 1.75 0.005
H -1.81 0.13 -0.05 0.142
H -0.82 -0.66 -1.30 0.085
N 0.58 0.99 0.47 -0.308
N 0.69 -1.18 1.60 0.133
F -1.54 -1.84 0.32 -0.007
S 0.71 1.49 -1.25 0.750
```


ORCA calculation (ωB97M-V/def2-TZVPD) on C2H5FNPS in the gas phase at a distorted geometry.

SMILES string: CP1SCN1F
Frontier orbital gap (eV): 8.7
Highest occupied orbital energy (eV): -8.31

XYZ file:
```
11
Properties=species:S:1:pos:R:3:lowdin_charge:R:1
C 2.08 -0.36 -0.51 -0.580
C -1.47 0.13 0.52 -0.216
N 1.13 0.73 -0.15 -0.448
F 1.60 2.07 -0.26 -0.109
P 0.42 0.09 1.33 0.656
S 1.34 -1.59 0.59 0.559
H 2.03 -0.60 -1.62 0.079
H 3.14 0.06 -0.48 0.098
H -1.32 -0.15 -0.46 -0.017
H -2.00 0.97 0.76 -0.014
H -1.93 -0.73 0.92 -0.010
```


ORCA calculation (ωB97M-V/def2-TZVPD) on 2 unconnected molecules or ions with the total composition C2H5FO2 at a distorted geometry.

Frontier orbital gap (eV): 10.1
Highest occupied orbital energy (eV): -9.37

XYZ file:
```
10
Properties=species:S:1:pos:R:3:lowdin_charge:R:1
C -1.41 0.40 0.03 -0.250
C 1.19 -0.16 -0.35 -0.286
O 1.16 -1.28 0.33 0.112
O -0.20 0.92 0.45 -0.208
F 2.23 0.63 -0.14 0.102
H -2.18 0.93 0.60 0.080
H -1.50 -0.67 0.25 0.071
H -1.59 0.56 -1.04 0.072
H 0.89 -0.22 -1.39 0.159
H 1.40 -1.12 1.26 0.149
```


ORCA calculation (ωB97M-V/def2-TZVPD) on a molecular structure, C2H5FO2 at a distorted geometry.

Frontier orbital gap (eV): 10.3
Highest occupied orbital energy (eV): -9.54

XYZ file:
```
10
Properties=species:S:1:pos:R:3:lowdin_charge:R:1
C -0.75 1.14 0.27 -0.159
C -0.30 -1.52 0.44 -0.358
O -0.08 -2.46 -0.47 0.093
O -0.54 -0.03 -0.52 -0.209
F -1.29 -1.84 1.25 0.096
H -1.78 1.48 0.12 0.073
H -0.14 1.82 -0.26 0.064
H -0.54 0.85 1.31 0.079
H 0.56 -1.19 1.08 0.168
H -0.91 -2.95 -0.69 0.154
```


ORCA calculation (ωB97M-V/def2-TZVPD) on 2 unconnected molecules or ions with the total composition C2H5FO2 at a distorted geometry.

Frontier orbital gap (eV): 10.6
Highest occupied orbital energy (eV): -9.86

XYZ file:
```
10
Properties=species:S:1:pos:R:3:lowdin_charge:R:1
C 0.19 -0.43 -1.26 -0.076
C -0.95 1.32 -0.22 -0.118
O -0.12 -0.82 1.72 -0.117
O 0.20 0.72 -0.41 -0.149
F -0.74 2.25 0.70 0.027
H 1.17 -0.32 -1.77 0.098
H -0.47 -0.40 -2.15 0.096
H 0.02 -1.27 -0.52 0.099
H -0.05 0.16 1.78 0.023
H 0.75 -1.22 2.14 0.118
```


ORCA calculation (ωB97M-V/def2-TZVPD) on 2 unconnected molecules or ions with the total composition C2H5FO2 at a distorted geometry.

Frontier orbital gap (eV): 9.8
Highest occupied orbital energy (eV): -9.16

XYZ file:
```
10
Properties=species:S:1:pos:R:3:lowdin_charge:R:1
C -0.49 1.25 0.40 -0.259
C 0.16 -1.05 -0.50 -0.278
O 0.69 -1.07 0.68 0.106
O -0.04 0.90 -0.85 -0.188
F 0.93 -1.51 -1.51 0.090
H -1.33 0.58 0.54 0.071
H -0.80 2.23 0.31 0.061
H 0.16 1.18 1.23 0.064
H -0.90 -1.34 -0.60 0.162
H 1.61 -1.18 0.30 0.172
```


ORCA calculation (ωB97M-V/def2-TZVPD) on 2 unconnected molecules or ions with the total composition C2H5FS2 at a distorted geometry.

Frontier orbital gap (eV): 9.2
Highest occupied orbital energy (eV): -9.43

XYZ file:
```
10
Properties=species:S:1:pos:R:3:lowdin_charge:R:1
C 1.13 -0.62 0.10 -0.143
C 0.30 0.62 -0.16 -0.766
F 0.67 1.69 0.58 -0.062
S -2.50 -0.73 0.28 0.276
S -1.37 0.53 -0.87 0.412
H 2.09 -0.30 0.66 0.107
H 0.47 -1.37 0.70 0.089
H 1.43 -1.26 -0.75 0.077
H 1.02 1.41 -1.68 0.177
H -3.25 0.04 1.15 -0.167
```


ORCA calculation (ωB97M-V/def2-TZVPD) on a molecular structure, C2H5I2N at a distorted geometry.

Frontier orbital gap (spin up / spin down) (eV): 8.1 / 8.1
Highest occupied orbital energy (spin up / spin down) (eV): -8.33 / -8.34

XYZ file:
```
10
Properties=species:S:1:pos:R:3:lowdin_charge:R:1
C -1.08 0.71 -0.25 -0.409
C 0.69 -1.28 0.47 -0.543
N 0.08 0.83 0.53 -0.719
I 2.62 -1.15 -0.27 0.733
I 1.51 1.97 -0.17 0.767
H -1.62 -0.29 -0.28 0.068
H -1.96 1.31 0.15 0.085
H -0.88 0.89 -1.38 0.070
H 0.02 -1.45 -0.30 -0.055
H 0.61 -1.56 1.50 0.002
```


ORCA calculation (ωB97M-V/def2-TZVPD) on 2 unconnected molecules or ions with the total composition C2H5I2N at a distorted geometry.

Frontier orbital gap (eV): 8.0
Highest occupied orbital energy (eV): -8.80

XYZ file:
```
10
Properties=species:S:1:pos:R:3:lowdin_charge:R:1
C 0.83 0.77 0.49 -0.259
C -0.94 -0.67 -0.23 -0.847
N -0.20 0.45 -0.47 -0.732
I 0.06 -2.56 0.18 0.638
I 0.44 0.63 -2.45 0.813
H 0.37 0.80 1.48 0.077
H 1.65 0.03 0.51 0.048
H 1.24 1.75 0.25 0.064
H -1.73 -0.85 -0.93 0.001
H -1.73 -0.34 1.17 0.197
```


ORCA calculation (ωB97M-V/def2-TZVPD) on C2H5I2OP in the gas phase at a distorted geometry.

SMILES string: CCP(=O)(I)I
Frontier orbital gap (eV): 7.9
Highest occupied orbital energy (eV): -9.41

XYZ file:
```
11
Properties=species:S:1:pos:R:3:lowdin_charge:R:1
C -0.51 1.10 0.71 -0.204
C -0.76 -0.04 -0.25 -0.536
O 1.58 -1.77 1.50 -0.587
P 0.83 -0.97 -0.35 0.083
I 2.35 0.73 -1.24 0.469
I 0.51 -2.63 -2.08 0.445
H -0.64 1.90 -0.03 0.079
H -1.25 0.99 1.47 0.066
H 0.40 1.00 1.37 0.077
H -1.02 0.31 -1.22 0.068
H -1.49 -0.64 0.11 0.042
```


ORCA calculation (ωB97M-V/def2-TZVPD) on a molecular structure, C2H5IN2 at a distorted geometry.

Frontier orbital gap (eV): 10.1
Highest occupied orbital energy (eV): -9.23

XYZ file:
```
10
Properties=species:S:1:pos:R:3:lowdin_charge:R:1
C 1.01 -0.17 -0.20 -0.168
C -0.27 -0.88 -0.09 -0.107
N 0.22 1.07 -0.06 -0.003
N -0.91 0.23 0.07 -0.007
I -4.43 0.38 -0.03 0.262
H 1.63 -0.39 0.70 0.132
H 1.57 -0.22 -1.07 0.087
H -0.63 -1.81 -0.33 0.079
H 0.41 1.82 0.45 0.060
H -2.78 0.66 -0.26 -0.334
```


ORCA calculation (ωB97M-V/def2-TZVPD) on a molecular structure, C2H5IN2O2 at a distorted geometry.

Frontier orbital gap (spin up / spin down) (eV): 5.4 / 5.4
Highest occupied orbital energy (spin up / spin down) (eV): -8.10 / -8.11

XYZ file:
```
12
Properties=species:S:1:pos:R:3:lowdin_charge:R:1
C -0.11 -1.05 -0.86 -0.113
C 0.41 0.33 -0.67 -0.708
N -1.33 1.71 0.24 -0.051
N -0.45 0.90 0.28 0.068
O 0.72 -0.66 1.69 -0.449
O -1.91 2.41 0.98 0.123
I 2.41 0.72 0.18 0.920
H -0.03 -1.67 -0.06 0.013
H 0.34 -1.47 -1.77 0.094
H -1.25 -0.97 -1.00 0.120
H 0.52 0.97 -1.48 0.041
H 0.68 -1.22 2.46 -0.057
```


ORCA calculation (ωB97M-V/def2-TZVPD) on 2 unconnected molecules or ions with the total composition C2H5INO.

Frontier orbital gap (eV): 7.6
Net charge: -1
Highest occupied orbital energy (eV): -3.83

XYZ file:
```
10
Properties=species:S:1:pos:R:3:lowdin_charge:R:1
O 3.58 3.68 -1.02 -0.012
C 2.85 3.22 -0.15 -0.614
N 2.26 2.00 -0.27 0.136
C 2.55 3.94 1.15 -0.035
H 1.65 1.62 0.46 -0.047
H 2.43 1.46 -1.12 0.107
H 3.08 4.91 1.15 0.074
H 2.89 3.36 2.02 0.079
H 1.47 4.13 1.25 0.079
I -0.04 0.67 2.63 -0.767
```


ORCA calculation (ωB97M-V/def2-TZVPD) on a molecular structure, C2H5INO4PZn at a distorted geometry.

Frontier orbital gap (eV): 3.0
Net charge: +2
Highest occupied orbital energy (eV): -16.24

XYZ file:
```
15
Properties=species:S:1:pos:R:3:lowdin_charge:R:1
N 1.34 0.93 -0.38 0.213
C 1.60 -0.16 0.15 -0.079
C 0.79 -1.42 -0.19 -0.141
O -0.48 -1.42 0.42 -0.091
P -1.37 -0.21 -0.13 0.292
O -0.88 0.35 -1.41 -0.129
O -2.84 -0.74 -0.33 -0.125
O -1.38 0.87 1.07 -0.785
I -3.20 1.44 1.72 1.179
H 2.01 1.79 -0.04 -0.154
H 2.42 -0.23 0.86 0.171
H 0.76 -1.59 -1.27 0.157
H 1.34 -2.28 0.22 0.156
H -3.15 -0.41 -1.20 0.130
Zn 3.03 3.07 0.51 1.206
```


ORCA calculation (ωB97M-V/def2-TZVPD) on 2 unconnected molecules or ions with the total composition C2H5IO at a distorted geometry.

Frontier orbital gap (eV): 8.4
Highest occupied orbital energy (eV): -8.48

XYZ file:
```
9
Properties=species:S:1:pos:R:3:lowdin_charge:R:1
C -0.89 0.60 -0.31 -0.177
C 0.29 -0.13 0.21 -0.967
O 0.13 -1.35 0.80 -0.166
I 1.78 1.05 1.09 0.805
H -1.62 0.84 0.46 0.093
H -0.60 1.54 -0.60 0.020
H -1.31 0.08 -1.17 0.093
H 1.23 -0.67 -1.33 0.128
H 0.99 -1.96 0.85 0.172
```


ORCA calculation (ωB97M-V/def2-TZVPD) on 2 unconnected molecules or ions with the total composition C2H5IO2 at a distorted geometry.

Spin multiplicity: 3
Frontier orbital gap (spin up / spin down) (eV): 7.5 / 8.2
Highest occupied orbital energy (spin up / spin down) (eV): -7.16 / -10.10

XYZ file:
```
10
Properties=species:S:1:pos:R:3:lowdin_charge:R:1
C -1.94 -0.13 0.18 -0.098
C -0.35 -1.07 1.42 -0.584
O 2.85 -0.10 -0.57 -0.060
O -0.98 -1.15 0.29 -0.289
I 1.17 -2.55 1.65 0.793
H -2.10 0.34 1.15 0.088
H -2.89 -0.54 -0.33 0.117
H -1.57 0.47 -0.65 0.088
H 2.90 -0.64 0.19 -0.073
H 2.83 -0.87 -1.12 0.016
```


ORCA calculation (ωB97M-V/def2-TZVPD) on C2H5N in the gas phase at a distorted geometry.

SMILES string: C1CN1
Frontier orbital gap (eV): 11.1
Highest occupied orbital energy (eV): -9.84

XYZ file:
```
8
Properties=species:S:1:pos:R:3:lowdin_charge:R:1
C 0.89 -0.06 0.01 -0.136
C -0.47 -0.65 0.00 -0.269
H 1.60 -0.10 -0.87 0.100
H 1.42 -0.18 0.96 0.090
H -0.80 -0.99 0.92 0.059
H -1.08 -1.22 -0.78 0.119
H -0.77 1.18 0.71 0.056
N -0.42 0.80 -0.14 -0.020
```


ORCA calculation (ωB97M-V/def2-TZVPD) on C2H5N in the gas phase at a distorted geometry.

SMILES string: C=NC
Frontier orbital gap (eV): 11.1
Highest occupied orbital energy (eV): -9.83

XYZ file:
```
8
Properties=species:S:1:pos:R:3:lowdin_charge:R:1
C 0.65 -0.82 0.08 -0.123
C -0.78 1.04 -0.05 -0.104
N 0.35 0.63 0.35 -0.074
H 0.91 -1.23 1.12 0.100
H 1.59 -0.93 -0.44 0.059
H -0.11 -1.28 -0.44 0.027
H -1.06 2.08 -0.06 0.052
H -1.57 0.50 -0.57 0.064
```


ORCA calculation (ωB97M-V/def2-TZVPD) on C2H5N in the gas phase at a distorted geometry.

SMILES string: [H]/N=C\C
Frontier orbital gap (eV): 9.4
Highest occupied orbital energy (eV): -8.39

XYZ file:
```
8
Properties=species:S:1:pos:R:3:lowdin_charge:R:1
C -0.69 -0.09 0.63 -0.041
C 0.19 0.38 -0.46 -0.410
N 1.48 0.52 -0.54 0.014
H -0.26 -0.98 -0.11 0.146
H -1.75 0.00 0.36 0.069
H -0.40 -0.30 1.67 0.086
H -0.46 0.87 -1.21 0.103
H 1.89 -0.40 -0.34 0.032
```